{"formula": "C21H43N2O3", "method": "wB97M-V/def2-TZVPD", "charge": 1, "homo_lumo_gap_ev": 9.225, "symbols": ["C", "C", "C", "C", "C", "C", "C", "C", "N", "N", "C", "H", "H", "H", "H", "H", "H", "H", "H", "H", "H", "H", "H", "H", "C", "C", "O", "C", "C", "H", "H", "H", "H", "H", "H", "H", "H", "H", "H", "C", "C", "O", "C", "C", "H", "H", "H", "H", "H", "H", "H", "H", "H", "H", "C", "C", "O", "C", "C", "H", "H", "H", "H", "H", "H", "H", "H", "H", "H"], "xyz": [[0.787, -2.971, -2.963], [0.246, -3.798, -1.988], [-0.465, -3.186, -0.965], [-0.592, -1.805, -0.995], [-1.334, -1.091, 0.112], [-0.821, -1.489, 1.528], [-0.537, -0.159, 2.278], [-0.037, 0.677, 1.114], [-1.029, 0.359, 0.036], [-0.104, -1.012, -1.938], [0.591, -1.601, -2.917], [1.364, -3.392, -3.770], [0.391, -4.865, -1.999], [-0.905, -3.769, -0.174], [-2.406, -1.182, -0.015], [0.164, -1.919, 1.399], [-1.505, -2.177, 2.003], [0.312, -0.380, 2.911], [-1.380, 0.244, 2.820], [0.132, 1.738, 1.253], [0.908, 0.263, 0.770], [-0.679, 0.690, -0.872], [-1.853, 0.934, 0.210], [0.997, -0.969, -3.687], [-1.683, 1.979, -3.167], [-1.814, 3.477, -2.938], [-0.574, 4.139, -2.809], [0.283, 4.082, -3.940], [-0.307, 4.706, -5.192], [-1.047, 1.532, -2.404], [-2.664, 1.501, -3.136], [-1.232, 1.746, -4.131], [-2.332, 3.658, -1.994], [-2.426, 3.934, -3.721], [0.593, 3.048, -4.134], [1.178, 4.628, -3.645], [-1.169, 4.150, -5.562], [0.439, 4.724, -5.986], [-0.629, 5.728, -4.992], [1.895, -5.973, 2.364], [1.342, -5.861, 0.954], [1.376, -7.062, 0.215], [0.632, -8.145, 0.752], [-0.856, -7.869, 0.875], [2.901, -6.391, 2.345], [1.934, -4.988, 2.833], [1.279, -6.615, 2.994], [1.950, -5.157, 0.382], [0.320, -5.456, 0.974], [1.049, -8.454, 1.716], [0.795, -8.971, 0.061], [-1.070, -7.092, 1.611], [-1.378, -8.772, 1.190], [-1.266, -7.547, -0.084], [0.482, 5.737, 1.119], [-0.419, 5.361, 2.284], [0.124, 4.368, 3.139], [1.341, 4.711, 3.785], [1.238, 5.928, 4.687], [0.772, 4.849, 0.553], [-0.039, 6.420, 0.449], [1.394, 6.231, 1.452], [-1.348, 4.934, 1.903], [-0.696, 6.251, 2.858], [2.142, 4.843, 3.049], [1.603, 3.837, 4.382], [1.044, 6.840, 4.122], [2.173, 6.069, 5.229], [0.431, 5.802, 5.408]]}



{"formula": "C21H43N2P3S2W", "method": "wB97M-V/def2-TZVPD", "charge": 4, "homo_lumo_gap_ev": [3.396, 3.457], "relative_energy_kcal_mol": 57.8, "multiplicity": 3, "symbols": ["W", "P", "P", "P", "H", "C", "C", "H", "C", "C", "C", "C", "C", "C", "C", "C", "C", "H", "H", "H", "H", "H", "H", "H", "H", "H", "H", "H", "H", "H", "H", "H", "H", "H", "H", "H", "H", "H", "H", "H", "H", "H", "H", "H", "H", "H", "C", "C", "C", "C", "C", "C", "S", "H", "H", "H", "H", "H", "H", "C", "N", "C", "C", "N", "C", "S", "H", "H", "H", "H", "H", "H"], "xyz": [[0.093, -0.076, 0.029], [-1.434, 1.752, 0.256], [-1.824, -1.517, 1.317], [1.828, 1.502, -0.500], [-1.343, -2.863, -1.030], [-0.547, -2.152, -1.002], [0.667, -2.396, -0.350], [0.657, -2.996, 0.567], [-2.574, 1.889, -1.160], [-2.608, 1.919, 1.681], [-0.851, 3.519, 0.365], [-1.554, -3.336, 1.583], [-2.359, -1.227, 3.065], [-3.459, -1.543, 0.442], [3.270, 0.513, -1.063], [2.549, 2.478, 0.896], [1.576, 2.799, -1.787], [-0.780, -1.183, -1.539], [1.627, -2.300, -0.852], [-3.304, 2.702, -1.028], [-3.127, 0.957, -1.317], [-2.006, 2.089, -2.075], [-3.123, 2.894, 1.663], [-2.082, 1.863, 2.642], [-3.386, 1.151, 1.677], [-1.696, 4.198, 0.577], [-0.405, 3.851, -0.577], [-0.107, 3.670, 1.160], [-2.444, -3.771, 2.064], [-0.691, -3.470, 2.250], [-1.370, -3.897, 0.661], [-3.321, -1.756, 3.218], [-2.504, -0.168, 3.316], [-1.622, -1.667, 3.758], [-4.111, -2.288, 0.931], [-3.321, -1.832, -0.610], [-3.957, -0.562, 0.477], [4.048, 1.247, -1.284], [3.007, -0.056, -1.953], [3.575, -0.151, -0.251], [3.504, 2.900, 0.545], [2.756, 1.846, 1.773], [1.896, 3.294, 1.198], [2.530, 2.869, -2.352], [1.359, 3.796, -1.348], [0.763, 2.546, -2.509], [1.140, -0.716, -4.884], [0.731, -0.314, -6.199], [1.046, -1.103, -7.326], [1.839, -2.266, -7.175], [2.271, -2.641, -5.881], [1.899, -1.888, -4.754], [0.684, 0.180, -3.393], [1.075, -0.525, -2.104], [0.144, 0.602, -6.355], [0.703, -0.820, -8.336], [2.150, -2.860, -8.044], [2.911, -3.515, -5.770], [2.186, -2.204, -3.752], [1.260, -1.631, 4.945], [0.727, -0.272, 4.767], [0.175, 0.546, 5.755], [-0.242, 1.680, 5.146], [0.078, 1.559, 3.804], [0.666, 0.362, 3.577], [1.184, -0.377, 2.051], [0.638, -2.371, 4.408], [2.287, -1.656, 4.548], [1.248, -1.861, 6.024], [0.160, 0.238, 6.794], [-0.705, 2.553, 5.540], [-0.042, 2.259, 3.091]]}



{"formula": "C21H43N6O6", "method": "wB97M-V/def2-TZVPD", "charge": 1, "homo_lumo_gap_ev": 6.464, "relative_energy_kcal_mol": 97.8, "symbols": ["C", "C", "C", "O", "C", "C", "N", "N", "C", "O", "C", "C", "C", "H", "H", "H", "H", "H", "H", "H", "H", "H", "H", "H", "H", "H", "H", "H", "C", "C", "O", "N", "C", "H", "H", "H", "H", "H", "H", "H", "C", "C", "O", "N", "C", "H", "H", "H", "H", "H", "H", "H", "C", "C", "O", "N", "C", "H", "H", "H", "H", "H", "H", "H", "C", "C", "O", "N", "C", "H", "H", "H", "H", "H", "H", "H"], "xyz": [[-2.940, 2.004, -3.393], [-3.241, 0.451, -3.776], [-3.659, -0.336, -2.433], [-3.489, -1.802, -2.551], [-2.116, -2.073, -2.548], [-1.275, -2.613, -3.737], [0.076, -2.920, -3.848], [0.830, -2.690, -2.778], [0.259, -2.162, -1.601], [1.189, -1.918, -0.535], [1.250, -0.449, -0.396], [1.592, 0.279, -1.798], [-1.199, -1.812, -1.290], [-2.631, 2.100, -2.290], [-2.064, 2.431, -4.002], [-3.869, 2.655, -3.543], [-4.101, 0.447, -4.522], [-2.319, 0.026, -4.293], [-4.758, -0.090, -2.189], [-3.041, 0.115, -1.588], [-1.881, -2.793, -4.698], [1.850, -2.881, -2.842], [2.107, -0.247, 0.349], [0.312, -0.001, 0.077], [2.051, 1.320, -1.636], [0.664, 0.440, -2.455], [2.309, -0.430, -2.353], [-1.604, -1.415, -0.303], [0.565, -3.062, 2.560], [0.276, -2.342, 3.850], [1.159, -1.800, 4.504], [-1.013, -2.304, 4.284], [-2.187, -2.878, 3.660], [1.633, -3.006, 2.345], [0.285, -4.114, 2.645], [0.023, -2.590, 1.738], [-1.128, -1.804, 5.154], [-2.898, -2.074, 3.458], [-2.638, -3.584, 4.360], [-1.950, -3.392, 2.731], [5.732, -1.233, 2.277], [4.578, -0.280, 2.130], [4.101, 0.006, 1.034], [4.061, 0.269, 3.258], [4.477, 0.062, 4.629], [6.034, -1.589, 1.291], [6.583, -0.726, 2.736], [5.435, -2.094, 2.878], [3.290, 0.897, 3.081], [3.626, -0.332, 5.189], [4.766, 1.027, 5.050], [5.312, -0.631, 4.706], [5.128, 2.192, -2.764], [4.338, 3.463, -2.919], [3.283, 3.502, -3.540], [4.829, 4.593, -2.342], [6.046, 4.751, -1.574], [4.610, 1.381, -3.277], [6.118, 2.307, -3.211], [5.217, 1.932, -1.707], [4.245, 5.404, -2.488], [5.780, 5.119, -0.580], [6.673, 5.493, -2.072], [6.598, 3.818, -1.478], [-7.032, -0.629, 0.455], [-6.129, -0.035, 1.503], [-5.142, -0.627, 1.924], [-6.438, 1.199, 1.985], [-7.549, 2.052, 1.620], [-6.657, -1.613, 0.171], [-8.043, -0.745, 0.850], [-7.043, 0.007, -0.433], [-5.788, 1.531, 2.684], [-7.149, 2.995, 1.241], [-8.140, 2.250, 2.516], [-8.185, 1.599, 0.861]]}



{"formula": "C21H43O10PS", "method": "wB97M-V/def2-TZVPD", "smiles": "O=COCCCCPS.CCOC(C)=O.CCOC(C)=O.CCOC(C)=O.CCOC(C)=O", "homo_lumo_gap_ev": 8.744, "symbols": ["O", "C", "O", "C", "C", "C", "C", "P", "S", "H", "H", "H", "H", "H", "H", "H", "H", "H", "H", "H", "C", "C", "O", "C", "C", "O", "H", "H", "H", "H", "H", "H", "H", "H", "C", "C", "O", "C", "C", "O", "H", "H", "H", "H", "H", "H", "H", "H", "C", "C", "O", "C", "C", "O", "H", "H", "H", "H", "H", "H", "H", "H", "C", "C", "O", "C", "C", "O", "H", "H", "H", "H", "H", "H", "H", "H"], "xyz": [[-1.616, 1.468, -2.062], [-0.607, 0.956, -1.893], [-0.406, -0.358, -2.040], [-0.897, -1.115, -0.912], [0.220, -1.404, 0.093], [0.052, -0.449, 1.287], [1.261, -0.420, 2.191], [1.161, 0.932, 3.491], [-0.222, 2.407, 2.864], [0.259, 1.565, -1.605], [-1.644, -0.495, -0.429], [-1.411, -2.006, -1.242], [1.173, -1.252, -0.389], [0.133, -2.438, 0.407], [-0.109, 0.527, 0.858], [-0.843, -0.765, 1.807], [1.351, -1.336, 2.757], [2.182, -0.326, 1.629], [2.407, 1.600, 3.453], [0.433, 3.420, 2.258], [3.976, 0.954, -5.344], [4.152, -0.551, -5.332], [3.677, -1.124, -4.108], [2.391, -1.459, -3.896], [1.333, -0.968, -4.855], [2.099, -2.084, -2.913], [2.924, 1.235, -5.288], [4.398, 1.380, -6.254], [4.474, 1.398, -4.482], [3.687, -1.031, -6.194], [5.212, -0.794, -5.375], [0.927, -0.028, -4.487], [0.536, -1.707, -4.889], [1.685, -0.841, -5.878], [1.908, 0.620, 9.248], [2.659, 1.692, 8.485], [2.059, 1.954, 7.214], [1.038, 2.816, 7.035], [0.291, 3.339, 8.241], [0.699, 3.095, 5.918], [0.888, 0.928, 9.475], [2.416, 0.392, 10.185], [1.844, -0.291, 8.652], [2.766, 2.613, 9.060], [3.667, 1.345, 8.263], [-0.566, 2.694, 8.431], [-0.065, 4.341, 8.010], [0.895, 3.415, 9.142], [-3.706, 3.085, 4.071], [-3.621, 1.575, 4.025], [-4.079, 0.985, 5.248], [-5.371, 0.711, 5.505], [-6.442, 1.284, 4.603], [-5.653, 0.071, 6.481], [-4.736, 3.426, 4.184], [-3.296, 3.518, 3.159], [-3.143, 3.466, 4.924], [-4.149, 1.153, 3.168], [-2.580, 1.275, 3.926], [-6.781, 2.232, 5.018], [-7.276, 0.587, 4.582], [-6.124, 1.433, 3.573], [-1.428, -3.288, -8.071], [-0.752, -2.785, -9.329], [0.545, -2.247, -9.054], [1.664, -2.993, -8.986], [1.546, -4.500, -8.916], [2.733, -2.452, -8.910], [-0.873, -4.109, -7.616], [-2.437, -3.636, -8.292], [-1.487, -2.489, -7.330], [-0.697, -3.550, -10.106], [-1.325, -1.959, -9.747], [1.532, -4.805, -7.870], [2.419, -4.931, -9.400], [0.671, -4.902, -9.423]]}



{"formula": "C21H43O31PS8", "method": "wB97M-V/def2-TZVPD", "smiles": "CCP(C)[C@@H]1CCS(=O)(=O)OC1.O=S1(=O)OCCO1.O=S1(=O)OCCO1.O=S1(=O)OCCO1.O=S1(=O)OCCO1.O=S1(=O)OCCO1.O=S1(=O)OCCO1.O=S1(=O)OCCO1", "homo_lumo_gap_ev": 8.224, "symbols": ["C", "C", "P", "C", "C", "C", "C", "S", "O", "O", "O", "C", "H", "H", "H", "H", "H", "H", "H", "H", "H", "H", "H", "H", "H", "H", "H", "O", "S", "O", "O", "C", "C", "O", "H", "H", "H", "H", "O", "S", "O", "O", "C", "C", "O", "H", "H", "H", "H", "O", "S", "O", "O", "C", "C", "O", "H", "H", "H", "H", "O", "S", "O", "O", "C", "C", "O", "H", "H", "H", "H", "O", "S", "O", "O", "C", "C", "O", "H", "H", "H", "H", "O", "S", "O", "O", "C", "C", "O", "H", "H", "H", "H", "O", "S", "O", "O", "C", "C", "O", "H", "H", "H", "H"], "xyz": [[-1.698, 2.034, 0.223], [-2.892, 2.001, -0.791], [-2.467, 2.461, -2.540], [-4.075, 2.158, -3.462], [-1.231, 1.211, -3.280], [-1.839, -0.226, -3.115], [-0.985, -1.379, -2.478], [0.429, -0.756, -1.570], [0.100, -0.715, -0.154], [1.463, -1.743, -1.725], [1.030, 0.618, -2.100], [0.189, 1.568, -2.784], [-1.959, 2.736, 1.029], [-1.665, 1.046, 0.712], [-0.733, 2.341, -0.199], [-3.637, 2.746, -0.447], [-3.429, 1.028, -0.746], [-4.889, 2.284, -2.727], [-4.154, 1.112, -3.832], [-4.178, 2.818, -4.337], [-1.282, 1.466, -4.355], [-2.774, -0.153, -2.532], [-2.170, -0.574, -4.111], [-0.739, -2.138, -3.237], [-1.627, -1.898, -1.745], [0.780, 1.931, -3.646], [0.118, 2.467, -2.137], [4.121, -0.489, 5.214], [2.795, -0.713, 4.755], [1.658, -0.407, 5.545], [2.687, -2.236, 4.250], [2.281, -2.260, 2.872], [2.807, -0.969, 2.292], [2.628, 0.001, 3.330], [1.190, -2.294, 2.837], [2.686, -3.135, 2.368], [2.273, -0.678, 1.398], [3.877, -1.040, 2.076], [-1.595, 4.968, 1.103], [-0.180, 4.999, 1.175], [0.651, 4.467, 0.159], [0.264, 4.370, 2.587], [1.028, 5.327, 3.329], [0.517, 6.676, 2.868], [0.281, 6.514, 1.464], [2.082, 5.194, 3.075], [0.893, 5.176, 4.398], [1.232, 7.475, 3.046], [-0.433, 6.925, 3.345], [0.611, -3.368, -0.728], [-0.149, -4.558, -0.884], [-0.478, -5.083, -2.163], [-1.499, -4.415, -0.019], [-1.581, -5.485, 0.935], [-0.145, -5.850, 1.241], [0.535, -5.735, -0.015], [-2.107, -6.317, 0.468], [-2.123, -5.164, 1.822], [-0.048, -6.858, 1.637], [0.308, -5.140, 1.938], [7.344, -2.339, -4.648], [6.897, -1.276, -3.824], [7.502, 0.005, -3.842], [6.848, -1.807, -2.303], [5.521, -1.666, -1.783], [4.614, -1.778, -2.987], [5.313, -1.093, -4.035], [5.441, -0.682, -1.315], [5.320, -2.436, -1.041], [3.638, -1.328, -2.816], [4.485, -2.819, -3.291], [-3.156, -8.093, 0.374], [-3.735, -8.382, -0.893], [-5.122, -8.260, -1.137], [-3.249, -9.847, -1.342], [-2.563, -9.766, -2.598], [-1.956, -8.378, -2.623], [-2.944, -7.542, -2.011], [-3.297, -9.894, -3.397], [-1.810, -10.547, -2.671], [-1.735, -8.036, -3.631], [-1.048, -8.329, -2.018], [-3.576, 4.552, -5.287], [-4.022, 5.898, -5.338], [-3.575, 6.809, -6.323], [-3.802, 6.551, -3.885], [-5.049, 7.025, -3.370], [-6.096, 6.127, -3.996], [-5.632, 5.903, -5.330], [-5.176, 8.063, -3.686], [-5.055, 6.974, -2.284], [-7.084, 6.582, -4.005], [-6.146, 5.161, -3.486], [2.360, 4.498, 9.370], [3.251, 4.212, 8.306], [3.761, 5.222, 7.452], [2.601, 3.051, 7.404], [3.488, 1.925, 7.346], [4.261, 1.969, 8.646], [4.490, 3.363, 8.886], [4.150, 2.056, 6.488], [2.925, 1.003, 7.230], [5.202, 1.429, 8.589], [3.667, 1.577, 9.475]]}



{"formula": "C21H44BIN6O6", "method": "wB97M-V/def2-TZVPD", "smiles": "C#CCB(I)CCC(N)=O.CN(C)C=O.CN(C)C=O.CN(C)C=O.CN(C)C=O.CN(C)C=O", "homo_lumo_gap_ev": 9.373, "symbols": ["C", "C", "C", "B", "I", "C", "C", "C", "N", "O", "H", "H", "H", "H", "H", "H", "H", "H", "H", "C", "N", "C", "C", "O", "H", "H", "H", "H", "H", "H", "H", "C", "N", "C", "C", "O", "H", "H", "H", "H", "H", "H", "H", "C", "N", "C", "C", "O", "H", "H", "H", "H", "H", "H", "H", "C", "N", "C", "C", "O", "H", "H", "H", "H", "H", "H", "H", "C", "N", "C", "C", "O", "H", "H", "H", "H", "H", "H", "H"], "xyz": [[-4.636, 3.643, -0.460], [-3.928, 2.808, -0.942], [-3.076, 1.796, -1.540], [-1.597, 2.202, -1.161], [-0.721, 3.797, -2.330], [-0.810, 1.486, -0.019], [-0.012, 2.389, 0.932], [1.361, 2.743, 0.400], [1.763, 4.084, 0.455], [2.106, 1.894, -0.032], [-5.226, 4.420, -0.046], [-3.175, 1.822, -2.623], [-3.326, 0.801, -1.183], [-1.514, 0.900, 0.573], [-0.130, 0.766, -0.488], [-0.587, 3.270, 1.209], [0.193, 1.823, 1.841], [2.633, 4.185, 0.965], [1.071, 4.661, 0.918], [-5.021, 2.397, 4.990], [-3.912, 2.661, 4.098], [-3.516, 4.036, 3.837], [-3.226, 1.673, 3.494], [-2.281, 1.841, 2.743], [-5.932, 2.861, 4.608], [-4.811, 2.800, 5.983], [-5.183, 1.324, 5.074], [-3.597, 4.239, 2.768], [-2.479, 4.182, 4.137], [-4.151, 4.722, 4.390], [-3.601, 0.668, 3.751], [-0.932, -2.972, -4.020], [-1.833, -2.273, -3.115], [-1.595, -2.366, -1.686], [-2.873, -1.543, -3.544], [-3.645, -0.941, -2.815], [-0.952, -4.041, -3.807], [0.080, -2.607, -3.894], [-1.244, -2.809, -5.051], [-2.462, -2.801, -1.187], [-1.428, -1.373, -1.265], [-0.721, -2.987, -1.507], [-2.966, -1.525, -4.642], [3.983, -6.258, -5.525], [2.888, -5.329, -5.327], [1.898, -5.159, -6.377], [2.759, -4.619, -4.195], [1.853, -3.829, -3.976], [4.575, -5.963, -6.394], [3.598, -7.267, -5.685], [4.624, -6.264, -4.646], [1.876, -4.120, -6.707], [0.906, -5.417, -6.003], [2.146, -5.802, -7.217], [3.551, -4.818, -3.458], [2.285, 3.997, 4.320], [1.316, 5.067, 4.440], [1.426, 6.228, 3.573], [0.308, 5.025, 5.332], [-0.533, 5.891, 5.472], [3.291, 4.373, 4.517], [2.257, 3.573, 3.313], [2.058, 3.210, 5.036], [1.546, 7.133, 4.169], [0.520, 6.336, 2.975], [2.284, 6.110, 2.916], [0.308, 4.105, 5.942], [2.866, -4.045, 1.702], [3.103, -4.406, 0.319], [2.882, -3.414, -0.725], [3.522, -5.632, -0.039], [3.728, -5.977, -1.189], [1.825, -3.746, 1.841], [3.512, -3.213, 1.990], [3.077, -4.894, 2.349], [2.132, -3.765, -1.433], [3.806, -3.238, -1.276], [2.549, -2.482, -0.275], [3.662, -6.314, 0.817]]}